i) 22
Properties=species:S:1:pos:R:3:lowdin_charge:R:1 method="wB97M-V/def2-TZVPD" spin_multiplicity=2 homo_lumo_gap_ev="10.97 / 5.06" s2=0.755 charge=+2
C -0.1213 -0.8646 0.5799 -0.13
N -0.1491 -1.3137 1.9273 0.32
C 0.0198 0.6663 0.4027 -0.25
N 1.3004 1.1802 1.1644 0.27
C 0.0699 2.6300 -1.1989 -0.05
C 0.0132 1.0869 -1.0131 -0.20
H 0.7180 -1.3710 0.0961 0.16
H -1.0836 -1.1028 0.0739 0.18
H 0.2432 -2.2582 2.0911 0.19
H -1.0073 -1.4118 2.5007 0.19
H -0.7878 1.1755 0.9435 0.17
H 2.0037 1.4705 0.4767 0.18
H 1.6820 0.4083 1.7090 0.16
H 1.0988 1.9496 1.8096 0.19
H -0.6252 2.9228 -1.9851 0.10
H -0.3820 3.2472 -0.4066 0.09
H 1.1017 2.9292 -1.3554 0.08
H 0.8130 0.6358 -1.6122 0.14
H -0.9086 0.7287 -1.4749 0.14
H -0.6023 -3.2804 -2.3712 0.05
H -1.9260 -3.1841 -1.8503 0.05
O -1.0439 -2.9313 -1.6057 -0.03

---

ii) 22
Properties=species:S:1:pos:R:3:lowdin_charge:R:1 method="wB97M-V/def2-TZVPD" spin_multiplicity=2 homo_lumo_gap_ev="11.39 / 5.62" s2=0.754 charge=+2
C 0.7049 2.0282 0.9338 -0.12
N 1.9237 2.3865 0.2948 0.35
C 0.5021 0.5145 1.0757 -0.09
N 0.1570 -0.1640 -0.2132 0.06
C -1.1943 0.1654 -0.9651 -0.12
C -2.1741 -0.9614 -1.0000 -0.04
H 0.7385 2.4535 1.9529 0.20
H -0.1817 2.4364 0.4395 0.16
H 2.7263 1.7484 0.4601 0.19
H 2.3431 3.3192 0.4416 0.19
H 1.3964 0.0418 1.4827 0.15
H -0.3119 0.2824 1.7481 0.16
H 0.8256 0.1171 -0.9304 0.17
H 0.2865 -1.1864 -0.1319 0.13
H -0.8622 0.3877 -1.9799 0.14
H -1.4877 1.0880 -0.4799 0.11
H -1.5796 -1.8604 -1.1544 0.06
H -2.6667 -1.0732 -0.0366 0.10
H -2.8478 -0.9002 -1.8466 0.11
H 0.5740 -3.4671 0.6003 0.06
H -0.0733 -3.9585 -0.7356 0.08
O -0.0678 -3.2433 -0.0823 -0.04

---

Quick ranking, most stable first: ii), i).

---

i) 18
Properties=species:S:1:pos:R:3:lowdin_charge:R:1 method="wB97M-V/def2-TZVPD" homo_lumo_gap_ev=9.90
C 1.3718 0.3200 0.7671 -0.16
C 1.1247 0.9518 -0.5602 -0.26
C 0.8018 -0.1014 -1.6636 -0.09
C -1.9835 0.6961 0.1517 -0.24
C -1.3239 -0.4979 0.8819 -0.12
C 0.1983 -0.8446 0.5848 -0.23
C 0.3986 -1.0907 -0.9472 -0.11
H 2.4679 -0.1235 0.7378 0.14
H 0.8933 0.7368 1.8152 0.16
H 2.1154 1.6543 -1.2571 0.18
H 0.1191 1.6598 -0.3284 0.13
H 1.1394 -0.2702 -2.6720 0.10
H -2.4318 0.3149 -0.8125 0.14
H -1.4901 -0.4979 2.0007 0.13
H -1.9839 -1.3110 0.7974 0.08
H 0.3695 -1.5321 1.2848 0.07
H -0.1260 -1.8884 -1.2086 0.06
O -1.6607 1.8238 0.4281 0.03

---

ii) 18
Properties=species:S:1:pos:R:3:lowdin_charge:R:1 method="wB97M-V/def2-TZVPD" homo_lumo_gap_ev=10.13
C 1.5212 -0.4560 0.7049 -0.21
C 1.6903 0.8334 -0.0712 -0.15
C 0.1947 1.5329 -0.3126 -0.04
C -1.1776 1.3883 0.0187 -0.14
C -1.8627 -0.6287 0.0810 -0.33
C -0.5902 -1.4664 -0.4047 -0.04
C 0.6523 -1.5167 -0.0492 -0.11
H 2.4894 -0.9401 0.8883 0.10
H 0.9310 -0.2983 1.6397 0.12
H 2.1210 0.7791 -1.0629 0.09
H 2.0771 1.6285 0.8226 0.17
H 0.1641 2.5727 -0.7391 0.08
H -1.8167 2.1887 -0.6160 0.16
H -2.3354 -0.3216 -0.7897 0.09
H -2.5168 -1.3084 0.6940 0.15
H -1.0150 -2.1610 -1.2033 0.12
H 1.1853 -2.2075 -0.4383 0.02
O -1.7121 0.3811 0.8377 -0.08

---

iii) 18
Properties=species:S:1:pos:R:3:lowdin_charge:R:1 method="wB97M-V/def2-TZVPD" homo_lumo_gap_ev=6.89
C 0.8321 0.5476 0.1079 -0.38
C 1.3411 -0.8229 1.0533 0.04
C 0.8364 -0.9550 -0.5134 -0.14
C -0.6982 -1.4945 -0.6440 -0.13
C -1.5449 -0.3275 -0.0510 -0.17
C -0.5921 0.7870 0.1080 -0.32
C -1.1257 2.0880 0.1812 0.06
H 3.2236 1.3184 -0.1510 0.33
H 2.5401 -0.5568 1.0027 0.11
H 0.9435 -1.2647 2.0066 0.10
H 1.4795 -0.9882 -1.3739 0.11
H -0.8616 -2.4273 -0.0851 0.10
H -1.1847 -1.6695 -1.5752 0.08
H -1.7617 -0.8059 0.8785 0.10
H -2.5300 -0.0903 -0.5114 0.13
H -2.1784 2.2884 0.1009 0.03
H -0.4353 3.0843 0.3274 0.11
O 1.7163 1.2889 -0.8615 -0.16

---

iv) 18
Properties=species:S:1:pos:R:3:lowdin_charge:R:1 method="wB97M-V/def2-TZVPD" homo_lumo_gap_ev=7.31
C 0.4933 1.4259 -1.1781 -0.08
C -1.0116 -0.6163 -1.4507 0.00
C -0.3907 0.4276 -0.5627 -0.28
C -0.6104 0.3269 0.9195 -0.26
C 1.2261 0.3990 -0.3349 -0.16
C 1.3801 -1.1973 1.7486 0.04
O -1.6254 -0.5228 1.4492 -0.01
C 0.8014 -0.2917 0.9559 -0.26
H -2.4685 -0.2533 1.0510 0.09
H -0.6688 1.3087 1.4061 0.16
H 0.6768 1.3888 -2.2478 0.12
H 0.4333 2.4448 -0.8037 0.11
H 2.0916 0.9819 -0.0250 0.15
H -1.2552 -0.2047 -2.4360 0.09
H -0.3547 -1.4781 -1.6055 0.11
H -1.9528 -1.0023 -1.0458 0.08
H 0.8777 -1.5375 2.6474 0.06
H 2.3577 -1.5998 1.5124 0.05

---

Quick ranking, most stable first: ii), i), iv), iii).

---

i) 18
Properties=species:S:1:pos:R:3:lowdin_charge:R:1 method="wB97M-V/def2-TZVPD" homo_lumo_gap_ev=9.36
C -1.2791 -1.2739 1.0395 -0.02
C -0.6265 -0.7755 -0.3078 -0.43
C -0.8797 0.4916 -1.0352 -0.32
C -0.6004 1.6294 -0.0231 -0.10
C 0.8383 1.0603 0.3512 -0.10
C 0.8520 -0.3888 -0.5107 -0.26
C 1.9642 -1.0955 -0.4692 0.03
H -0.7625 -2.4962 1.3221 0.17
H -1.1977 -0.1750 1.8484 0.14
H -2.4785 -1.0134 0.5159 0.17
H -0.2673 0.5341 -2.0713 0.21
H -0.8994 1.5591 0.9166 0.02
H -0.6039 2.7181 -0.3689 0.13
H 1.8176 1.6406 0.1014 0.13
H 0.7410 0.9255 1.4219 0.08
H 3.1213 -0.8050 -0.4536 0.11
H 1.9919 -1.9791 -1.0589 0.04
O -1.7314 -0.5562 -1.2181 0.00

---

ii) 18
Properties=species:S:1:pos:R:3:lowdin_charge:R:1 method="wB97M-V/def2-TZVPD" homo_lumo_gap_ev="8.12 / 8.12"
C -1.7080 0.1575 -1.0954 -0.01
C 1.9786 -0.0530 -0.7114 -0.03
C -1.3414 -0.4631 0.2322 -0.46
C 0.2233 0.6408 0.9280 -0.11
C 0.8695 -0.3586 0.2518 -0.31
C 0.1878 1.6361 1.7796 0.05
C 0.0890 -1.5634 0.0856 -0.03
O -2.1336 -0.7532 1.1012 0.05
H -2.2023 1.1101 -0.9005 0.09
H -2.4205 -0.4960 -1.5998 0.09
H -0.8381 0.3307 -1.7232 0.08
H 2.8756 -0.5740 -0.3604 0.09
H 2.1933 1.0128 -0.7620 0.08
H 1.7645 -0.4357 -1.7113 0.08
H -0.6102 2.3694 1.7498 0.06
H 0.8944 1.7291 2.5979 0.07
H 0.2620 -2.1223 -0.8312 0.10
H -0.0840 -2.1674 0.9689 0.10

---

Quick ranking, most stable first: ii), i).

---

i) 18
Properties=species:S:1:pos:R:3:lowdin_charge:R:1 method="wB97M-V/def2-TZVPD" homo_lumo_gap_ev=9.60
C -2.3845 0.4388 -0.3763 -0.07
C -1.2879 -0.5145 -0.0323 -0.46
C 0.1126 -0.0802 -0.8146 -0.22
C 1.2022 -1.1118 -0.5335 -0.05
C 2.1170 -0.5166 0.2337 -0.10
C 1.8870 0.9389 0.3618 -0.04
C 0.6700 1.2214 -0.2510 -0.04
H -3.3421 0.0220 -0.0079 0.09
H -2.1228 1.3387 0.2428 0.10
H -2.5669 0.5500 -1.5036 0.10
H -1.6273 -1.4488 -0.3007 0.11
H -0.4782 -0.0713 1.5238 0.07
H -0.1918 0.0858 -1.8388 0.14
H 1.1782 -2.0826 -1.0453 0.11
H 3.0525 -0.9172 0.6184 0.10
H 2.5752 1.5951 0.7972 0.07
H 0.0462 2.0508 -0.3495 0.08
O -1.3026 -0.4223 1.2922 0.01

---

ii) 18
Properties=species:S:1:pos:R:3:lowdin_charge:R:1 method="wB97M-V/def2-TZVPD" homo_lumo_gap_ev=9.60
C -0.2983 0.1934 -1.6013 -0.19
C -0.0466 2.1746 -0.5585 -0.05
C -0.3713 -0.7428 1.4468 -0.23
C 0.6671 -0.9716 0.3275 -0.24
C 0.9105 0.0920 -0.8040 -0.35
C 1.1069 1.5360 -0.5244 -0.08
C -1.5037 -1.5212 1.9089 -0.04
H 0.0157 0.2874 -2.7384 0.17
H -1.0944 -0.4458 -1.3994 0.10
H -0.3848 3.0501 -0.2200 0.08
H 0.3843 0.2552 2.2558 0.19
H 1.6003 -1.2188 0.8400 0.09
H 0.2124 -1.9794 -0.2160 0.15
H 1.8760 -0.4866 -1.3870 0.20
H 1.6885 1.8976 0.3017 0.10
H -2.0726 -1.4358 2.9487 0.08
H -1.7041 -2.1760 0.8632 0.10
O -0.9860 1.4918 -1.4435 -0.10

---

Quick ranking, most stable first: i), ii).

---

i) 17
Properties=species:S:1:pos:R:3:lowdin_charge:R:1 method="wB97M-V/def2-TZVPD" homo_lumo_gap_ev=8.92 charge=+1
O -1.6244 0.0911 0.5796 0.04
C -1.8481 0.6668 -0.4597 -0.20
C -0.9728 0.4389 -1.6880 -0.13
C 0.3283 -0.2549 -1.2946 -0.16
C 1.1266 0.3201 -0.1083 -0.10
C 1.7790 -0.6228 2.0717 0.20
N 0.9729 -0.5382 1.0835 0.04
H -2.7657 1.2426 -0.6232 0.14
H -0.8155 1.4161 -2.1525 0.13
H -1.6134 -0.1658 -2.3326 0.13
H 1.0477 -0.2877 -2.1087 0.12
H 0.0354 -1.2955 -1.1306 0.13
H 0.7130 1.2779 0.1631 0.14
H 2.1690 0.2402 -0.3874 0.13
H 1.3852 -1.0010 3.0068 0.13
H 2.8390 -0.5417 1.8461 0.13
H 0.0438 -0.9523 1.1959 0.15

---

ii) 17
Properties=species:S:1:pos:R:3:lowdin_charge:R:1 method="wB97M-V/def2-TZVPD" homo_lumo_gap_ev=10.55 charge=+1
C 1.3862 1.2735 -1.0005 -0.07
C 1.1430 0.1211 -1.8469 -0.11
C 0.0634 0.4691 -0.8386 -0.28
C 0.0415 -0.3056 0.3164 -0.07
C -1.4166 -0.8364 1.1272 -0.18
N -0.6118 0.2856 1.5910 0.16
O -1.3414 -2.0127 1.8150 0.09
H 2.2149 1.3180 -0.2664 0.13
H 1.3031 2.1925 -1.5265 0.10
H 0.6632 0.0956 -2.8384 0.13
H 1.5906 -0.8140 -1.7185 0.09
H -0.8464 0.8559 -1.3392 0.16
H 1.0188 -0.8179 0.4584 0.18
H -2.2537 -0.4554 0.5874 0.16
H 0.0455 -0.0267 2.3371 0.20
H -1.0029 1.1891 1.7782 0.18
H -1.9973 -2.5317 1.3641 0.12

---

iii) 17
Properties=species:S:1:pos:R:3:lowdin_charge:R:1 method="wB97M-V/def2-TZVPD" homo_lumo_gap_ev=7.72 charge=+1
C 2.9357 -0.7547 -0.0441 -0.11
C -1.6427 -0.7451 -1.0920 -0.12
C -0.4633 -0.4992 -0.2648 -0.30
C 2.5511 0.4001 -0.6454 0.01
C -0.5601 0.4880 0.8795 -0.11
N -1.4400 -1.5930 0.0837 0.05
O 3.2168 -1.4997 0.7675 0.33
H -2.5678 -0.1402 -1.0610 0.12
H -1.6658 -1.3146 -2.1372 0.16
H 2.5069 0.3509 -1.7673 0.14
H 3.0790 1.2460 -0.2401 0.12
H 1.2373 0.1321 -0.5574 0.15
H -0.3791 1.4121 0.5352 0.03
H 0.1176 0.1977 1.6773 0.08
H -1.5621 0.5667 1.3811 0.10
H -1.8978 -1.5940 1.0415 0.20
H -1.1981 -2.5086 -0.2017 0.13

---

iv) 17
Properties=species:S:1:pos:R:3:lowdin_charge:R:1 method="wB97M-V/def2-TZVPD" homo_lumo_gap_ev=7.53 charge=+1
O -1.3381 1.0568 1.3311 0.05
C -0.5120 0.4122 1.9220 -0.28
C 0.3882 -0.6095 1.4235 -0.20
C 1.4985 -0.2714 0.4562 -0.11
C 1.1031 -0.5104 -1.1244 -0.09
C -1.0484 -0.0446 -2.5060 0.24
N -0.1854 0.1250 -1.4795 0.03
H -0.5915 0.6075 3.0292 0.15
H -0.2525 -1.4927 1.1425 0.17
H 0.9482 -0.7031 2.3425 0.11
H 2.1448 -1.0784 0.9116 0.14
H 1.8091 0.7561 0.5570 0.12
H 1.0347 -1.5994 -1.2770 0.14
H 1.9614 -0.1358 -1.6760 0.12
H -2.1164 -0.2384 -2.0499 0.18
H -0.7335 -0.0173 -3.4878 0.09
H -0.7782 0.7138 -0.8129 0.16

---

Quick ranking, most stable first: i), ii), iv), iii).

---

i) 17
Properties=species:S:1:pos:R:3:lowdin_charge:R:1 method="wB97M-V/def2-TZVPD" homo_lumo_gap_ev=9.10 charge=+1
O 1.4030 0.0840 -1.9073 0.13
C 0.9578 -0.2474 -0.8524 -0.20
C 0.0833 0.6867 -0.0087 -0.22
C -0.4980 0.0165 1.2385 -0.17
C -1.1961 -1.2941 0.9638 -0.18
C -1.9476 -1.6798 -0.0623 0.04
N 0.9435 1.8817 0.4623 0.25
H 1.1356 -1.2287 -0.3794 0.15
H -0.7568 1.1369 -0.5367 0.17
H 0.2487 -0.1325 2.0244 0.13
H -1.2926 0.6596 1.6192 0.14
H -1.3060 -1.8692 1.8820 0.11
H -1.7848 -1.3873 -1.0951 0.07
H -2.8728 -2.2158 0.1002 0.08
H 1.2415 1.6812 1.4174 0.17
H 1.7281 1.9362 -0.1934 0.17
H 0.4783 2.7855 0.3864 0.18

---

ii) 17
Properties=species:S:1:pos:R:3:lowdin_charge:R:1 method="wB97M-V/def2-TZVPD" homo_lumo_gap_ev=9.32 charge=+1
C -2.3640 0.5483 -0.2750 -0.28
C -1.8516 -0.7839 -0.3525 -0.09
C -0.1967 -0.9046 0.1166 -0.07
C 1.2312 -0.7474 -0.4854 0.02
C 1.5231 1.5560 0.0991 -0.01
N 1.8926 0.3271 -0.5561 0.06
O -1.7130 1.5689 -0.0323 0.05
H -3.4395 0.5752 -0.5597 0.14
H -1.8937 -1.1147 -1.5404 0.20
H -2.2195 -1.4110 0.5023 0.14
H -0.3166 -0.2388 0.9890 0.10
H -0.2685 -1.9404 0.5272 0.11
H 1.0778 1.4466 1.1397 0.13
H 2.3462 2.3192 -0.0283 0.13
H 0.5828 1.8484 -0.3462 0.08
H 2.7666 0.1857 -0.9161 0.14
H 1.6204 -1.6733 -0.9142 0.16

---

Quick ranking, most stable first: i), ii).

---

i) 24
Properties=species:S:1:pos:R:3:lowdin_charge:R:1 method="wB97M-V/def2-TZVPD" homo_lumo_gap_ev="9.12 / 7.36"
C -2.1670 -0.8659 0.9386 -0.10
C -1.3457 1.5501 0.5009 -0.22
C -0.9199 0.0151 -1.1589 -0.26
C -2.4929 0.5520 0.5373 -0.24
C -2.1513 -0.5012 -0.4987 -0.23
C 2.7049 -1.8120 0.0700 -0.12
N -0.3648 1.0764 -0.4356 0.01
N 2.2887 1.5736 0.1581 -0.04
N 2.1312 -0.5752 -0.3897 -0.14
N 1.7067 0.4022 0.4536 -0.12
H -1.2348 -0.9767 1.5214 0.12
H -2.9118 -1.3927 1.3756 0.06
H -1.7143 2.5818 0.0900 0.14
H -0.9538 1.6564 1.5225 0.11
H -0.2392 -0.7411 -1.4172 0.09
H -1.2785 0.3795 -2.0752 0.10
H -3.5367 0.8489 0.7539 0.14
H -3.0451 -1.0616 -1.1012 0.18
H 2.1934 -2.7268 0.0928 0.03
H 3.6095 -2.0783 -0.5533 0.10
H 2.9405 -1.8335 1.1590 0.08
H 1.6549 2.3047 0.5278 0.08
H 2.4520 1.8190 -0.8810 0.11
H 2.6742 -0.1947 -1.1906 0.12

---

ii) 24
Properties=species:S:1:pos:R:3:lowdin_charge:R:1 method="wB97M-V/def2-TZVPD" homo_lumo_gap_ev=8.76
C 2.9871 0.4584 -0.4888 -0.08
C 1.1656 0.5949 1.1548 -0.08
N 1.6076 0.8881 -0.2142 -0.28
C 0.6918 0.7217 -1.2395 -0.26
C 0.3279 1.6448 -2.1296 0.04
H 0.2777 -0.2831 -1.2887 0.08
H 3.6038 0.4599 0.4161 0.08
H 3.4528 1.1437 -1.2048 0.08
H 3.0044 -0.5538 -0.9096 0.08
H 1.9755 0.7362 1.8783 0.08
H 0.7986 -0.4323 1.2421 0.07
H 0.3605 1.2830 1.4365 0.08
H 0.7388 2.6467 -2.0906 0.06
H -0.3889 1.4099 -2.9086 0.05
C -2.3763 -0.8895 1.0556 -0.52
N -2.6297 0.1290 0.1837 0.12
C -1.5789 -2.0861 0.5803 -0.17
N -2.7604 -0.8819 2.2834 0.11
N -1.2592 -2.1950 -0.6662 0.09
H -2.6016 1.0607 0.5769 0.10
H -2.0641 0.0581 -0.6631 0.06
H -3.3231 -0.0396 2.4371 0.05
H -0.7216 -3.0606 -0.7973 0.06
H -1.2884 -2.8129 1.3560 0.11

---

Quick ranking, most stable first: ii), i).

---

i) 16
Properties=species:S:1:pos:R:3:lowdin_charge:R:1 method="wB97M-V/def2-TZVPD" homo_lumo_gap_ev=7.77
C -0.3912 -1.5803 0.4180 -0.08
C 0.1860 -0.0821 -1.5003 -0.15
C -0.8498 1.4521 0.8469 -0.62
C 0.3214 -0.3359 -0.0013 -0.57
N 1.6402 -0.2184 0.5095 -0.55
I -2.7695 1.4538 -0.0080 0.69
I 2.7965 1.2566 -0.1030 0.89
H -1.3889 -1.6533 -0.1624 0.10
H 0.2914 -2.4322 0.2347 0.10
H -0.7459 -1.4219 1.3903 0.05
H 0.0525 1.0085 -1.6021 0.05
H -0.6481 -0.6020 -2.0542 0.10
H 1.0303 -0.4936 -1.8924 0.02
H -0.8206 1.3416 1.9046 -0.03
H -0.2694 2.2765 0.4712 -0.05
H 1.5651 0.0305 1.5485 0.06

---

ii) 16
Properties=species:S:1:pos:R:3:lowdin_charge:R:1 method="wB97M-V/def2-TZVPD" homo_lumo_gap_ev="6.73 / 6.73"
C 1.5173 -0.7908 1.1011 -0.22
C -2.0005 -0.7934 -0.7525 -0.16
C -0.0615 0.6444 -1.0295 -0.29
C 1.2908 0.7416 0.7862 -0.80
N -1.4010 0.5434 -0.8955 -0.65
I 2.8336 1.7618 -0.0825 0.78
I -2.2576 2.0895 0.2331 0.84
H 1.0090 -1.3538 0.3664 0.01
H 1.0751 -0.9741 2.0808 0.06
H 2.5430 -1.1518 1.1144 0.05
H -1.9892 -0.9683 0.3577 0.08
H -3.0290 -0.7922 -1.0564 0.07
H -1.2903 -1.5144 -1.0670 0.07
H 0.4964 -0.2635 -1.4611 0.11
H 0.2296 1.6261 -1.4589 0.03
H 1.0344 1.1954 1.7638 0.01

---

Quick ranking, most stable first: i), ii).